Density functional theory data (wB97M-V/def2-TZVPD) for a structure of composition C3H5N3 in a non-equilibrium geometry.

Positions of all 11 atoms, in Å:
C -0.64 -1.13 1.14
C 0.29 0.52 -0.51
H -0.86 -1.00 2.20
H 1.36 0.58 0.71
C -0.62 0.60 -1.64
N 0.12 0.01 0.69
H -0.04 -2.05 1.04
N 1.50 1.06 -0.53
H -1.58 -1.28 0.60
N -1.26 0.78 -2.59
H 1.72 1.85 -1.13

## Properties
- Frontier orbital gap: 9.6 eV
- Relative energy (zero: lowest compared OMol25 entry of this formula, charge and spin): 285.8 kJ/mol
- Spin multiplicity: 1
- E_tot: -281.4812 Eh
- Lowest unoccupied orbital energy: 0.00873 Ha
- Strongest force on any atom: 1.2 eV Å⁻¹



Density functional theory data (wB97M-V/def2-TZVPD) for a cluster of 2 separate species, C3H8O in total.

Positions of all 12 atoms, in Å:
H 1.74 1.86 -0.36
C -0.83 -1.73 0.42
C -0.09 0.74 -0.13
H 0.13 -1.84 -0.14
H -0.47 -0.04 0.55
H 2.00 0.13 -0.06
H -0.25 0.41 -1.16
O -1.74 -1.72 -0.54
C 1.37 1.00 0.20
H -2.60 -1.58 -0.12
H -0.75 1.59 0.07
H 1.49 1.19 1.27

## Properties
- Frontier orbital gap: 9.6 eV
- Relative energy (zero: lowest compared OMol25 entry of this formula, charge and spin): 326.5 kJ/mol
- Spin multiplicity: 1
- E_tot: -194.2116 Eh
- Lowest unoccupied orbital energy: 0.03157 Ha
- Strongest force on any atom: 0.5 eV Å⁻¹



Density functional theory data (wB97M-V/def2-TZVPD) for a cluster of 2 separate species, C7H10O2 in total.

Positions of all 19 atoms, in Å:
H 4.08 -0.55 -1.09
C 2.98 0.61 0.27
O -1.32 0.86 1.17
O -3.28 -0.72 -1.15
C -3.06 -1.38 1.15
C -1.54 0.36 0.10
H -3.13 -0.69 1.98
H -0.12 -0.27 -1.33
H -1.43 0.69 -1.99
H -4.00 -1.93 1.02
C -2.72 -0.62 -0.09
H 1.14 0.96 1.50
H -0.12 1.47 -1.05
C -0.75 0.60 -1.15
C 4.17 0.38 -0.53
H 4.31 1.20 -1.23
H 5.04 0.32 0.12
C 2.00 0.79 0.93
H -2.26 -2.08 1.37

## Properties
- Frontier orbital gap: 9.5 eV
- Relative energy (zero: lowest compared OMol25 entry of this formula, charge and spin): 192.8 kJ/mol
- Spin multiplicity: 1
- E_tot: -423.1265 Eh
- Lowest unoccupied orbital energy: 0.00081 Ha
- SMILES string: CC(=O)C(C)=O.C#CC
- Strongest force on any atom: 0.7 eV Å⁻¹